Record 1
Formula: C32H43N7O12P3S3Ti
Source: the Open Molecules 2025 dataset
Level of theory: ωB97M-V/def2-TZVPD

- total charge = +1
- HOMO level (eV) = -9.27
- relative energy (zero: lowest compared OMol25 entry of this formula, charge and spin) (eV) = 1.592
- DFT total energy (eV) = -152376.477
- frontier orbital gap (eV) = 4.89

The geometry in XYZ format:
```
101
Properties=species:S:1:pos:R:3:forces:R:3
N -0.6592 1.9615 1.3152 0.0 0.0 0.0
H 5.1459 -4.7455 0.8404 0.0 0.0 0.0
H -2.1592 0.9619 -4.1375 0.0 0.0 0.0
C 4.5924 -1.1582 -1.3884 0.0 0.0 0.0
H -3.5544 -1.6194 1.4302 0.0 0.0 0.0
H -5.8457 1.2478 -0.8373 0.0 0.0 0.0
H -0.5442 3.8045 0.3916 0.0 0.0 0.0
C 1.2127 -4.2121 3.5693 0.0 0.0 0.0
H -5.0331 -1.8152 -2.5587 0.0 0.0 0.0
C -2.0419 3.5240 -2.3628 0.0 0.0 0.0
O 7.1920 -1.5827 2.4034 0.0 0.2 -0.1
H 0.6247 -3.1177 0.3425 0.1 0.0 0.0
H -0.6723 -1.0395 -3.3776 0.0 0.0 0.0
H 1.5215 2.2033 -2.9993 0.0 0.0 0.0
C 1.9179 -2.4431 5.0219 0.0 0.0 0.0
C 0.4483 -2.8331 -3.6444 0.0 0.0 0.0
Ti -0.9094 0.2364 0.0287 0.9 0.2 0.0
C 4.5347 -3.9056 1.1469 0.0 0.1 0.0
H 0.6639 -0.7117 5.0863 0.0 0.0 0.0
H -0.6070 -3.8648 2.4710 0.0 0.0 0.0
H 0.8282 3.7271 -3.6318 0.0 0.0 0.0
P -3.8866 0.3140 -0.8706 0.0 0.0 0.1
H 1.3724 -5.1944 3.1424 0.0 0.0 0.0
C -0.4504 3.2811 1.3340 0.0 0.0 0.0
P -0.8151 2.2663 -2.6949 0.1 0.0 0.0
N 1.2292 -2.3240 0.5113 0.0 -0.1 0.1
C -4.0927 -1.5028 -0.6537 0.0 0.0 0.0
C 4.3332 -1.8675 2.3912 0.0 -0.1 0.1
H 1.8346 -4.4790 -3.6715 0.0 0.0 0.0
C 0.8031 3.0035 -2.8163 0.0 0.0 0.0
C 2.5758 -2.8026 -2.5682 0.0 0.0 0.0
O -2.4570 -2.6721 -2.5323 0.0 0.0 0.0
C 2.2819 -1.5058 -2.1663 0.0 0.0 0.0
H 3.4837 -3.2918 -2.2535 0.0 0.0 0.0
O -5.2269 0.8706 -0.1982 0.0 0.0 0.0
N 3.2416 -0.8149 -1.3716 0.0 0.0 0.0
C 3.2271 -3.7611 0.6920 0.0 0.0 0.0
P -2.5266 -2.3702 -1.1051 0.0 0.0 0.0
C 0.1065 -3.4734 3.1837 0.0 0.0 0.0
H -6.1826 -1.5595 -1.2301 0.0 0.0 0.0
C 3.0340 0.1075 -0.3975 0.1 0.0 0.0
C -0.1331 3.9325 2.4998 0.0 0.0 0.0
H -0.3354 -3.3208 -4.2048 0.0 0.0 0.0
O -2.2447 -2.0144 2.3269 0.0 0.0 0.0
S 6.8098 -2.9889 2.4855 -0.1 -0.2 0.0
H -5.1599 -1.1572 1.1160 0.0 0.0 0.0
C -0.0627 -2.1956 3.7013 0.0 0.0 0.0
H 2.4397 -0.8676 2.2567 0.0 0.0 0.0
C 0.8230 -1.6890 4.6503 0.0 0.0 0.0
O -0.7971 1.2375 -1.5512 -0.4 -0.1 -0.2
H 4.2642 -3.8169 4.9103 0.0 0.0 0.0
C 3.3974 -4.4699 4.7964 0.0 0.0 0.0
C -1.2174 1.5000 -4.2493 0.0 0.0 0.0
H -0.4175 0.8228 -4.5435 0.0 0.0 0.0
O -2.7982 0.6767 0.1574 0.0 0.0 0.1
H 0.2422 3.6627 4.5991 0.0 0.0 0.0
H 5.1799 0.6427 1.9746 0.1 0.0 -0.1
H 3.6090 1.4673 1.7951 0.0 0.0 0.0
C 0.2658 -1.5424 -3.1853 0.0 0.0 0.0
H 5.0461 2.1024 0.9632 0.0 0.0 0.0
N 1.1720 -0.8638 -2.4798 0.0 0.0 0.0
C 5.2035 -0.4402 -0.4372 0.0 0.0 0.0
H -2.0333 3.7778 -1.3029 0.0 0.0 0.0
C -0.5240 1.2270 2.4256 0.0 0.0 0.0
S 1.6409 0.9549 0.1762 -0.1 0.1 -0.1
N -0.7075 -0.1063 2.0617 -0.3 0.0 0.1
C -0.1990 1.8091 3.6478 0.0 0.0 0.0
H 6.2253 -0.4448 -0.0945 0.0 0.0 0.1
O -2.6093 -3.6563 -0.1608 0.0 0.0 0.0
H -2.4924 -4.4759 -0.6617 0.0 0.0 0.0
O 7.4554 -3.8521 1.5162 0.0 0.0 0.0
C -0.0108 3.1752 3.6668 0.0 0.0 0.0
H 2.6309 -2.0391 5.7298 0.0 0.0 0.0
H -1.8323 4.4177 -2.9512 0.0 0.0 0.0
H -3.0223 3.1259 -2.6208 0.0 0.0 0.0
O 6.7277 -3.5127 3.8394 0.0 0.1 0.0
S -1.3650 -1.1799 3.1317 0.1 0.0 0.1
H 3.2598 -5.0222 5.7290 0.0 0.0 0.0
H -1.3245 2.2782 -5.0072 0.0 0.0 0.0
C 3.0387 -1.7183 1.9448 0.0 0.0 0.1
C 1.6405 -3.4680 -3.3384 0.0 0.0 0.0
N -4.3937 -1.7578 0.8023 0.0 0.0 0.0
O -1.9329 -0.4413 4.2180 0.0 0.0 0.0
H 3.6359 -5.1866 4.0120 0.0 0.0 0.0
C 2.4905 -2.6412 1.0613 0.1 0.1 -0.1
H 0.0188 5.0014 2.5054 0.0 0.0 0.0
C -5.2388 -2.0300 -1.5130 0.0 0.0 0.0
H 0.7860 -1.6817 1.1542 -0.3 -0.1 -0.1
H -5.3419 -3.1118 -1.4057 0.0 0.0 0.0
H -4.6648 -2.7350 0.9301 0.0 0.0 0.0
H -0.1154 1.2154 4.5424 0.0 0.0 0.0
O -3.7050 0.6785 -2.2813 0.0 0.0 0.0
H 2.7841 -4.5082 0.0410 0.0 0.0 0.0
C 5.1004 -2.9378 1.9612 0.0 -0.1 0.0
C 2.1551 -3.7003 4.4609 0.0 0.0 0.0
N 4.2390 0.3484 0.1532 0.0 0.0 0.0
H 4.7879 -1.1475 3.0616 0.0 -0.1 0.0
H 1.0646 3.4899 -1.8767 0.0 0.0 0.0
C 4.5355 1.2007 1.2974 0.0 0.0 0.0
H 4.9926 -1.8768 -2.0763 0.0 0.0 0.0
O -1.4051 -1.4827 -0.4819 0.0 0.0 -0.1
```
Positions in Å, forces in eV/Å.

Record 2
Formula: C6H9N
Source: the Open Molecules 2025 dataset
Level of theory: ωB97M-V/def2-TZVPD

- total charge = 0
- HOMO level (eV) = -8.47
- relative energy (zero: lowest compared OMol25 entry of this formula, charge and spin) (eV) = 5.767
- DFT total energy (eV) = -7852.392
- frontier orbital gap (eV) = 9.45

The geometry in XYZ format:
```
16
Properties=species:S:1:pos:R:3:forces:R:3
H -1.1142 -2.8541 -0.5579 1.1 0.7 1.3
C 0.0476 1.2633 1.1456 0.5 5.7 -4.0
C 1.2629 1.0371 -0.5877 0.4 0.7 -1.0
H -1.3215 -1.6658 -1.7307 0.4 0.8 0.4
H 0.5203 -1.6774 0.8152 -0.7 -0.8 -0.1
H -2.4996 -1.8563 -0.5156 0.0 -0.6 -0.5
H 1.2484 0.5655 -1.5647 0.1 -0.4 0.0
C 0.0773 1.7933 -0.1547 -0.8 1.6 3.5
C -1.4023 -1.7832 -0.6335 -4.7 -1.9 -1.4
H 2.1649 1.6349 -0.4664 0.1 0.1 -0.3
C 1.0540 0.3062 0.6836 0.3 -1.0 3.4
H -0.5014 1.7345 1.9293 0.0 -0.8 0.9
H -0.2886 2.7606 -0.4576 -0.6 -0.1 -0.6
C 0.0468 -0.7107 0.6210 -0.7 -3.1 -1.7
H 1.8670 0.0540 1.3463 0.4 -0.3 0.0
N -1.1616 -0.6019 0.1278 4.2 -0.7 0.0
```
Positions in Å, forces in eV/Å.

Record 3
Formula: C3H6N2OS
Source: the Open Molecules 2025 dataset
Level of theory: ωB97M-V/def2-TZVPD

- total charge = 0
- HOMO level (eV) = -8.98
- SMILES = CC(=O)S/C=N\N
- relative energy (zero: lowest compared OMol25 entry of this formula, charge and spin) (eV) = 4.318
- DFT total energy (eV) = -19067.848
- frontier orbital gap (eV) = 9.40

The geometry in XYZ format:
```
13
Properties=species:S:1:pos:R:3:forces:R:3
N -2.2978 0.5492 -0.0713 -0.6 0.2 -0.7
O 0.1151 -1.1216 -0.1898 4.3 2.9 -0.3
N -2.3622 -0.8042 0.4850 0.5 -0.5 -3.4
H 2.4661 0.3223 0.9462 1.6 0.6 1.3
C 0.9597 -0.1797 -0.0676 -2.9 -1.9 -0.4
S 0.4235 1.5174 0.2598 -0.8 -1.4 -0.9
H -1.4310 -1.1269 0.0512 -1.6 -0.3 1.5
H -1.6593 2.4569 -0.6199 0.3 -1.6 0.3
C -1.3598 1.4114 -0.2733 -1.5 -0.6 1.4
H -3.1693 -1.5097 -0.0579 2.5 3.5 1.6
C 2.4716 -0.2652 0.0723 -1.0 -2.7 -0.9
H 3.0867 0.1006 -0.7537 -0.5 0.4 0.2
H 2.7567 -1.3506 0.2190 -0.3 1.3 0.2
```
Positions in Å, forces in eV/Å.

Record 4
Formula: C9H72NO28
Source: the Open Molecules 2025 dataset
Level of theory: ωB97M-V/def2-TZVPD

- total charge = -1
- HOMO level (eV) = -3.46
- relative energy (zero: lowest compared OMol25 entry of this formula, charge and spin) (eV) = 1.330
- DFT total energy (eV) = -69324.967
- frontier orbital gap (eV) = 4.52

The geometry in XYZ format:
```
110
Properties=species:S:1:pos:R:3:forces:R:3
O -4.9286 0.4953 -3.3323 -0.2 0.4 -0.3
H -1.9527 1.2904 -2.4636 0.3 0.1 0.1
H -3.0865 -2.2702 -2.4833 -0.5 -0.1 -0.1
O 2.7399 0.1958 -4.4562 -0.2 0.1 -0.1
O -1.5735 2.3459 5.0158 0.6 0.3 -0.2
H 0.1900 1.7107 0.1606 -0.1 -0.2 -0.2
H 4.1401 2.1894 -1.8093 0.1 0.3 -1.5
H -4.0493 -1.2059 -3.0835 0.1 -0.9 0.2
H -3.3955 -4.1137 -0.0625 -0.2 -0.2 0.2
H 2.2500 4.3235 -0.5787 -0.1 0.1 -0.2
O 3.8723 3.8405 1.6149 -0.5 0.4 -0.4
H -0.4807 -3.5078 -5.1338 0.2 -0.1 0.2
H -4.3117 2.0526 1.6316 -0.1 -1.0 0.2
H 1.7458 -2.3101 4.9636 0.2 0.3 -0.1
H -2.3421 -1.4171 -6.3532 0.1 -0.2 0.1
H -1.9772 3.2136 5.1308 0.1 -0.2 0.0
H -2.7939 0.0028 -1.6803 0.3 0.2 0.1
O -3.7692 0.2764 4.7716 0.4 0.4 -0.2
O 4.0467 2.6828 -2.6818 0.0 -0.1 1.1
H 3.0414 4.3408 1.3904 0.8 -0.5 0.3
O -3.9357 3.6290 0.5502 0.2 0.3 -0.6
C -0.6440 -0.3097 -1.6866 0.0 1.0 -0.3
H -1.2686 -3.8762 0.3184 -0.4 -0.7 -0.2
H 4.4660 1.4273 0.2972 0.0 -0.4 -0.4
O 4.1902 -4.3272 1.2869 0.3 -0.2 0.5
H 3.6238 0.8806 2.7109 0.1 -0.8 0.3
H 3.3605 -4.7647 1.5300 0.2 0.3 -0.2
H 4.6816 0.1795 3.5947 -0.3 -0.1 -0.1
H 1.3280 0.1841 1.6630 -0.5 -0.2 0.0
O 3.1038 -1.7577 -1.7135 0.6 0.3 0.0
H 1.7786 0.2590 -4.3429 0.3 -0.1 0.0
H 0.4128 1.5265 -2.2632 -0.3 -0.4 0.0
O 0.2793 -3.9745 -4.7506 -0.5 0.1 0.6
H 5.0752 0.1189 -0.3078 -0.6 0.6 -0.1
H -2.1279 3.9733 1.0647 0.4 0.3 0.4
H 4.7733 -4.4566 2.0516 -0.3 -0.1 -0.2
H 0.0988 -3.2368 -1.5230 0.5 -0.3 -0.2
H 1.6103 -3.0965 -1.8538 -0.3 -0.2 0.0
H -3.0127 0.7251 5.1855 -0.3 -0.2 -0.3
H -1.4246 4.9830 2.0391 -0.4 -0.4 -0.3
H 0.9518 -4.0280 5.0380 0.0 -0.2 -0.1
H -1.9702 1.1415 -0.6517 0.2 0.2 -0.1
O 2.6353 -2.2016 4.6029 -0.3 0.3 -0.1
H -3.4908 3.7555 -0.3223 -0.4 -0.1 0.2
O -4.1298 -1.1965 0.1829 0.5 0.5 -0.8
H 4.5934 4.3184 1.1782 -0.3 -0.2 0.1
H 3.0151 1.0591 -4.7918 -0.1 -0.1 0.3
C 1.0811 -0.1912 0.6513 1.7 1.4 -0.2
H -4.6712 -3.4154 0.3922 0.3 -0.1 0.0
O -1.2663 4.3941 1.2836 0.0 0.3 0.2
O 0.8717 -3.7338 -1.8967 -0.4 0.5 0.3
H -0.7271 2.5119 4.5427 -0.6 -0.1 0.3
O 1.4363 5.1512 1.2212 -1.0 0.1 0.6
H 4.4653 -1.0736 1.6774 0.1 -0.5 -0.8
H 1.7444 3.1390 3.8047 -0.3 0.0 -0.1
O 0.8088 3.0923 3.5585 0.3 0.2 -0.2
O 4.5788 0.9391 -0.5395 0.5 0.0 0.8
H 3.6764 -1.4816 -0.9686 -0.5 -0.3 -0.4
O 0.3956 -4.8125 5.0677 0.1 -0.1 -0.2
H -3.2469 -1.2981 -0.3068 -0.7 -0.6 0.8
H -3.7611 0.6053 3.8459 -0.2 -0.2 0.5
C -0.6253 -0.9844 -3.0446 0.4 0.8 -0.6
C 0.5676 0.6023 -1.6776 1.3 0.8 0.6
H -0.8539 -0.6703 2.7150 0.2 0.2 0.0
O -4.2702 -4.2926 0.3145 -0.2 0.2 -0.2
O 3.8763 0.0054 3.0809 0.2 1.0 -0.1
O -3.8966 -2.1779 -3.0404 0.5 0.8 0.0
H 1.0289 -2.9562 0.5191 -0.1 0.2 0.0
H 1.1569 -2.1780 2.0964 0.0 0.3 0.0
H 4.8635 3.1857 -2.8010 -0.1 -0.3 0.2
H 0.7675 3.4095 2.6409 0.0 -0.3 0.4
C 0.4687 -2.3877 1.2728 -0.5 -1.3 0.2
C -1.1407 -0.4973 1.6754 -0.4 -0.6 -0.5
H -1.9040 3.4531 -2.1072 -0.2 0.3 0.1
O -1.5787 -2.2673 -0.7626 -1.0 -0.2 -0.1
H 0.2609 -5.0500 4.1378 -0.1 0.2 0.3
O -4.5394 1.2084 2.0819 0.2 0.1 -0.8
H 0.4763 4.8840 1.2412 0.9 0.2 -0.5
H -4.8865 1.4423 -3.1381 0.1 -0.3 0.0
H 1.4824 5.9981 1.6893 0.0 -0.3 -0.2
H 4.6508 -2.5081 1.0663 -0.2 0.6 -0.4
C -0.1138 -1.1119 0.6731 0.3 0.9 1.1
H -0.3732 -0.2112 -3.7936 -0.4 -0.1 0.0
H 2.0157 -0.7056 0.3776 -0.5 -0.2 -0.3
H -4.7595 -0.9418 -0.5114 0.2 -0.3 0.2
H -0.5926 -5.2166 0.7047 -0.1 0.1 -0.2
H -2.1129 -0.9879 1.5615 0.1 0.1 -0.1
O 4.7932 -1.5515 0.8760 -0.1 -0.1 0.8
H 2.6914 4.0501 -2.0384 -0.6 0.3 0.5
H 2.5933 -1.3564 4.1175 0.1 -0.4 0.1
H 3.3798 -1.2197 -2.4753 -0.2 -0.2 0.2
H -0.2954 -3.0649 1.6861 0.2 0.4 -0.1
O -1.4624 -4.8104 0.6146 0.5 0.6 0.0
O -2.1193 -2.1049 -5.7150 -0.7 0.0 0.1
H 1.8698 1.6269 -0.2259 0.1 -0.2 -0.3
H -1.8244 4.8702 -1.5212 -0.2 -0.3 -0.2
H 1.4302 0.1202 -2.1515 -0.1 -0.2 0.3
N -0.5667 -1.3153 -0.6748 1.0 -0.7 0.2
H -4.4345 0.4878 1.4102 0.1 0.5 0.5
C -1.8775 0.6105 -1.6019 -1.3 -0.6 -0.1
O -2.4568 4.2242 -1.8806 0.5 -0.1 0.3
H -1.2558 0.5758 1.4959 -0.1 0.0 0.1
C 0.9493 1.0291 -0.2650 -0.3 0.1 0.6
H 0.1403 -3.9344 -3.7713 0.4 0.0 -0.8
H -4.7807 4.0956 0.4791 0.3 -0.1 0.1
H -2.9206 -2.2153 -5.1563 0.6 0.0 -0.1
H -5.2501 0.4326 -4.2444 0.1 0.0 0.3
H 0.2014 -1.6846 -3.1277 -0.2 -0.3 0.2
H -1.5787 -1.4077 -3.2973 0.0 -0.4 -0.3
O 2.0819 4.6008 -1.4860 0.7 -0.4 -0.6
```
Positions in Å, forces in eV/Å.